Record 1
13
Properties=species:S:1:pos:R:3:forces:R:3 method="wB97M-V/def2-TZVPD" homo_lumo_gap_ev=9.709 spin_multiplicity=1 smiles="CC[C@H]1C=C1Cl" e_homo_ha=-0.3227 de_lowest_kcal_mol=75.5
C 1.31638 -0.44251 1.18839 2.0 -1.7 2.4
C 0.01684 0.17996 0.90905 0.1 0.9 -3.9
C -0.27933 -0.11512 -0.76023 0.0 1.1 3.0
C -1.62930 -0.10511 -1.37700 1.1 3.3 0.4
C -0.87308 0.97547 -1.61926 -1.1 -4.1 0.2
Cl -0.57716 2.31001 -2.57468 0.1 0.5 -0.1
H 2.09645 -0.26122 0.43942 -0.2 0.2 0.2
H 1.21770 -1.56919 1.26958 0.1 1.1 -0.3
H 1.72049 -0.15794 2.23353 -0.5 -0.2 -1.6
H -0.01521 1.23639 1.25511 -0.2 -0.5 -0.8
H -0.72757 -0.35499 1.38041 -1.8 -0.9 1.3
H 0.24789 -1.01602 -1.06078 1.1 0.5 -0.3
H -2.51409 -0.67973 -1.28355 -0.7 -0.1 -0.4


Record 2
13
Properties=species:S:1:pos:R:3:forces:R:3 method="wB97M-V/def2-TZVPD" homo_lumo_gap_ev=8.033 spin_multiplicity=1 e_homo_ha=-0.2715 de_lowest_kcal_mol=130.4
C 0.66451 -0.05723 -0.93971 -1.1 0.7 1.2
C 0.74725 -0.54148 0.64577 0.5 0.2 -0.3
C -0.44146 -0.04450 0.03739 1.6 -0.8 0.3
C 1.77801 0.20869 -0.14517 0.7 0.4 0.9
C -1.92178 -0.39038 0.09835 2.7 -1.7 0.4
Cl 3.46229 -0.36170 -0.43257 -1.3 0.0 0.0
H 0.64660 -0.43487 -1.90407 -0.1 -1.0 -1.7
H 1.15108 -1.41058 1.20299 -1.0 0.3 -0.3
H 0.59048 2.50633 0.63192 -0.8 -1.1 -0.6
H 0.09985 1.93885 0.34159 0.8 1.3 0.7
H -2.35510 0.09696 0.91137 -0.6 0.9 1.5
H -2.01032 -1.48431 0.30377 -0.4 0.7 -0.6
H -2.41141 -0.02579 -0.75163 -0.8 0.0 -1.4


Record 3
17
Properties=species:S:1:pos:R:3:forces:R:3 method="wB97M-V/def2-TZVPD" homo_lumo_gap_ev="5.764 / 8.300" spin_multiplicity=3 s2=2.01 e_homo_ha="-0.1870 / -0.3778" de_lowest_kcal_mol=63.9
C 1.25754 3.27718 -0.70255 0.6 -0.3 0.7
C -0.26882 -0.41405 0.94525 -8.5 0.8 1.4
C 1.05904 -0.50075 0.85301 9.2 -1.1 -2.6
C -1.27504 -0.83098 -0.07651 0.6 0.5 0.6
C 1.76282 -1.04666 -0.35182 -1.5 0.9 1.4
N 1.96818 2.92596 0.13482 -1.3 0.6 -1.3
O 2.65687 2.56278 1.01844 1.1 -0.4 1.3
O 1.83475 -0.14546 1.90716 -1.1 0.0 -0.3
Cl 2.53937 -2.61069 0.04958 0.6 -0.9 0.0
Cl 3.02976 0.08334 -0.93045 0.6 0.1 -0.3
H 0.69664 3.60165 -1.52018 -0.4 0.2 -0.6
H -0.65589 -0.03736 1.88008 -0.1 0.0 0.1
H -1.47604 -1.90013 -0.00234 0.0 -0.4 -0.2
H -0.94381 -0.61801 -1.09033 0.0 0.0 -0.3
H -2.20948 -0.30376 0.09445 -0.1 -0.1 0.0
H 1.08939 -1.23092 -1.18638 0.1 0.0 0.2
H 2.70348 0.15685 1.59973 0.1 -0.1 -0.1


Record 4
18
Properties=species:S:1:pos:R:3:forces:R:3 method="wB97M-V/def2-TZVPD" homo_lumo_gap_ev=7.980 spin_multiplicity=1 charge=-1 e_homo_ha=-0.1711 de_lowest_kcal_mol=38.6
C 0.94368 2.47789 1.71099 -0.2 -1.8 1.3
C -0.85168 -1.80543 0.82861 -2.2 2.6 -0.6
C -1.76367 -1.52370 -0.39538 1.2 0.3 0.0
C -2.19924 -0.44454 -1.07065 -1.7 2.0 0.9
C 1.96635 -0.42787 -1.83124 0.7 0.6 0.2
N 2.77079 -1.12126 -2.29800 -2.7 2.0 1.3
O 0.81288 3.71890 1.12222 -0.3 0.7 0.0
O 3.28124 -1.94635 -2.94284 2.7 -3.2 -2.3
O 0.34081 1.51667 1.18905 -0.4 0.7 -0.7
O 1.61785 2.40355 2.74941 0.4 0.9 0.3
Cl 1.45867 0.72633 -0.80637 -0.6 0.1 0.4
H -0.39146 -0.89198 1.20279 0.1 0.1 0.0
H -1.62593 -2.10203 1.55017 0.8 -0.6 0.3
H -0.11060 -2.51743 0.56860 0.4 -0.9 0.0
H 1.02178 4.31151 1.86069 0.3 -0.1 -0.4
H -2.02632 -2.50763 -0.76043 -0.4 0.0 -0.7
H -2.30246 0.72528 -0.80619 1.4 -2.9 0.0
H -2.94268 -0.59191 -1.87141 0.6 -0.4 0.1


Record 5
14
Properties=species:S:1:pos:R:3:forces:R:3 method="wB97M-V/def2-TZVPD" homo_lumo_gap_ev=10.115 spin_multiplicity=1 smiles="O[C@H]1C=C(Cl)CC1" e_homo_ha=-0.3422 de_lowest_kcal_mol=6.2
O 1.76937 -1.91420 0.79529 0.2 0.2 0.3
C 0.82146 -0.90016 1.07747 -0.5 0.6 0.8
C 0.87072 0.26925 0.16190 1.6 -0.3 -1.0
C -0.30124 0.54892 -0.35394 -0.3 0.4 -0.2
Cl -0.57394 1.92629 -1.40620 -0.1 -0.6 0.3
C -1.40887 -0.36661 0.11274 0.7 1.2 0.8
C -0.62566 -1.42945 0.93776 -0.4 0.7 0.8
H 2.24140 -2.03662 1.62298 0.2 -0.3 -0.2
H 1.00270 -0.48734 2.09828 -0.1 -0.5 -0.4
H 1.82914 0.69352 -0.15449 -0.5 0.2 0.4
H -2.07336 0.26495 0.73167 0.0 -0.6 -0.2
H -1.93482 -0.71598 -0.74323 -0.7 -0.5 -0.5
H -1.07083 -1.50305 1.96971 0.3 -0.5 -1.2
H -0.53065 -2.38046 0.40258 -0.4 0.1 0.4


Record 6
14
Properties=species:S:1:pos:R:3:forces:R:3 method="wB97M-V/def2-TZVPD" homo_lumo_gap_ev=7.927 spin_multiplicity=1 e_homo_ha=-0.2951 de_lowest_kcal_mol=65.9
C -0.41409 -1.00021 -0.63611 -1.4 0.2 -1.0
C 0.39632 -1.94784 -0.18647 -1.6 2.2 -1.2
C -0.01558 0.42086 -0.35214 0.3 0.2 1.0
C 1.25451 0.35852 0.50605 -0.9 -1.7 1.5
C -1.18741 1.21376 0.29720 0.1 2.2 2.3
O 1.37643 -1.66681 0.55064 2.9 3.4 2.2
Cl 2.75561 0.90770 -0.17978 -0.9 -0.5 0.5
H -1.24276 -1.15188 -1.33907 0.4 -0.1 0.4
H 0.36039 -2.87777 -0.60585 -0.3 -2.9 -0.6
H 0.26446 0.82492 -1.30592 0.1 0.7 -0.5
H 1.09727 0.64559 1.63057 0.7 -0.9 -2.2
H -1.14989 1.24307 1.47943 0.3 -0.2 -2.2
H -2.10188 0.69474 0.13235 -0.7 -0.4 -0.4
H -1.39337 2.33535 0.00909 0.9 -2.2 0.2


Record 7
15
Properties=species:S:1:pos:R:3:forces:R:3 method="wB97M-V/def2-TZVPD" homo_lumo_gap_ev=10.357 spin_multiplicity=1 smiles=O[C@@]12COC[C@@H]1[C@@H]2Cl e_homo_ha=-0.3577 de_lowest_kcal_mol=62.1
O -1.01664 -1.75640 -0.18141 -2.3 -5.7 0.0
C -0.22759 -0.72823 -0.27389 0.8 2.0 -0.8
C -0.81154 0.33959 -1.15407 2.1 1.0 -1.5
O -0.07610 1.47098 -0.80131 -0.3 2.6 1.8
C 0.01292 1.51871 0.67542 4.0 -0.6 -2.9
C 0.19183 0.06582 0.90280 -1.1 -1.2 6.6
C 1.14512 -0.85031 0.32132 1.3 1.7 -2.9
Cl 2.61350 -0.16951 -0.49546 -0.5 -0.7 0.4
H -0.65404 -2.59855 -0.59498 -0.6 1.8 0.7
H -1.88262 0.39761 -1.00017 -0.4 0.0 0.3
H -0.59479 0.42323 -2.21968 -0.3 -1.3 -0.3
H 0.97442 2.11849 0.92573 -1.9 -0.7 -0.3
H -0.86661 1.86577 1.11013 -1.4 0.8 0.8
H -0.03913 -0.28600 2.01291 -0.1 0.7 -2.4
H 1.23126 -1.81122 0.77264 0.7 -0.3 0.4


Record 8
15
Properties=species:S:1:pos:R:3:forces:R:3 method="wB97M-V/def2-TZVPD" homo_lumo_gap_ev=9.330 spin_multiplicity=1 e_homo_ha=-0.3380 de_lowest_kcal_mol=122.6
C 2.21464 -0.64272 -1.45526 2.6 -1.1 1.8
C 1.46839 -0.14274 -0.21703 -1.1 -0.1 -3.6
C -0.74637 1.01469 -0.22846 0.3 -2.3 3.1
C -0.74294 2.30092 -0.23296 -2.5 4.5 -0.6
C -1.78166 0.29390 0.81237 -1.7 1.8 -1.9
H 2.09072 0.23833 -2.18371 0.4 -2.1 0.4
H 3.33033 -0.71078 -0.99247 -2.3 0.0 -1.8
H 1.86448 -1.77492 -1.71058 0.7 3.1 0.1
H 0.09404 2.83464 -0.65395 0.0 0.1 -0.3
H -1.70459 2.97660 -0.02728 2.4 -1.8 0.1
H -3.00081 1.16043 0.50852 3.8 -2.7 1.6
H -1.47401 0.20442 2.08419 -0.9 0.0 -4.4
O 0.37149 0.42818 -0.90586 -1.1 -0.5 3.2
S 1.95940 -0.24296 1.29344 -0.8 0.4 0.7
Cl -2.23499 -1.25948 -0.14970 0.3 0.8 1.6


Record 9
16
Properties=species:S:1:pos:R:3:forces:R:3 method="wB97M-V/def2-TZVPD" homo_lumo_gap_ev="2.562 / 2.567" spin_multiplicity=2 s2=0.75 charge=-1 e_homo_ha="-0.0594 / -0.0597"
O -0.38150 -1.64714 -0.39535 0.5 -0.4 0.0
Cs 1.19544 -4.33990 1.22441 -0.7 1.5 -0.4
O 0.42252 -0.98266 1.59716 0.0 -0.2 0.6
C -0.20992 -0.57709 0.55265 -2.7 -1.3 -0.1
C -1.50437 -1.40531 -1.24542 -0.2 -1.9 -1.3
C -2.58855 -2.20932 -1.33391 0.5 0.8 0.2
H -1.40576 -0.26519 0.48114 2.3 0.2 1.5
H -1.18860 -0.70904 -2.02851 -0.4 0.3 0.2
H -2.57350 -2.92451 -0.47203 0.1 0.0 -0.1
O 0.42753 0.49141 -0.15989 1.5 1.9 -0.2
C 1.28406 1.33194 0.51982 -1.0 -0.9 0.1
C 1.29661 2.73407 0.01534 0.3 0.2 -0.3
H 1.32406 1.16527 1.60437 0.1 -0.1 -0.5
H 1.39220 2.77867 -1.08195 -0.1 -0.1 0.3
H 2.14441 3.30091 0.43306 -0.3 -0.2 0.0
H 0.36536 3.25790 0.28912 0.1 0.1 -0.1


Record 10
16
Properties=species:S:1:pos:R:3:forces:R:3 method="wB97M-V/def2-TZVPD" homo_lumo_gap_ev="6.367 / 5.185" spin_multiplicity=7 s2=12.57 charge=+1 e_homo_ha="-0.3605 / -0.3665" de_lowest_kcal_mol=84.7
C -2.00202 0.61808 -1.11755 -3.3 -0.1 -2.7
H -2.83476 0.50530 -1.97412 0.3 1.0 1.3
H -2.41002 1.51506 -0.63473 1.3 -0.3 0.2
C -1.85998 -0.73410 -1.23446 3.0 -2.1 1.7
H -2.71872 -1.42218 -1.12597 -0.3 0.6 -1.1
C 1.16674 2.14965 0.02027 -1.0 -1.4 -0.2
C 0.59991 1.14066 0.69549 3.7 -0.6 1.1
O 1.17308 -0.29847 0.34377 -1.6 2.0 -1.7
C 1.45261 -1.22486 1.24804 -1.6 1.6 2.5
O 1.66929 -1.06477 2.41526 0.3 -0.4 -1.1
O 1.19857 -2.40608 0.65486 0.2 -1.1 -1.1
H 1.32398 3.10197 0.52421 -0.8 0.1 -0.5
H 1.40677 1.99917 -1.03414 0.7 0.2 0.5
H 0.34667 1.23064 1.75383 -0.2 -0.7 -0.4
H 1.19376 -3.14202 1.28153 0.3 0.1 0.3
Dy 0.29412 -1.96806 -1.81629 -1.0 1.2 0.9